[1]
Density functional theory data (ωB97M-V with the def2-TZVPD basis set) for a structure of composition C29H50AgN6SSi.

Values from the calculation:
**Spin multiplicity**: 1
**Highest occupied orbital energy**: -3.603 eV
**LUMO energy**: 2.539 eV
**HOMO-LUMO gap**: 6.14 eV
**Total charge**: -1

Structure (XYZ):
```
88
C29H50AgN6SSi, DFT ωB97M-V with the def2-TZVPD basis set
Ag -0.033 -0.213 -0.358
S -0.712 -0.464 2.254
C -2.316 -1.021 2.073
N -3.295 -0.915 2.915
N -3.022 -0.196 4.026
C -4.019 0.023 4.960
C -5.296 -0.521 4.808
C -6.259 -0.286 5.778
C -5.985 0.483 6.902
C -4.712 1.025 7.042
C -3.737 0.802 6.086
N -2.815 -1.774 0.937
N -2.120 -1.765 -0.094
C -2.718 -2.595 -1.132
C -2.534 -2.200 -2.442
C -3.078 -2.951 -3.476
C -3.785 -4.110 -3.190
C -3.951 -4.508 -1.868
C -3.421 -3.750 -0.834
H -2.108 0.240 4.090
H -5.508 -1.118 3.935
H -7.245 -0.717 5.648
H -6.744 0.656 7.652
H -4.472 1.629 7.909
H -2.747 1.226 6.202
H -1.975 -1.295 -2.619
H -2.943 -2.632 -4.502
H -4.199 -4.707 -3.993
H -4.495 -5.416 -1.638
H -3.545 -4.041 0.200
N -0.519 0.401 -3.115
C -1.458 1.379 -3.679
C -2.597 1.746 -2.716
C -2.383 3.059 -1.965
C -1.217 3.086 -0.986
N -1.355 2.043 0.022
H 0.430 0.743 -3.098
H -0.503 -0.463 -3.639
H -1.879 1.003 -4.616
H -0.910 2.290 -3.946
H -2.715 0.929 -2.001
H -3.536 1.820 -3.271
H -3.298 3.314 -1.418
H -2.235 3.865 -2.694
H -1.160 4.096 -0.557
H -0.273 2.918 -1.510
H -2.284 2.037 0.428
H -0.700 2.141 0.789
C 3.211 2.950 -0.644
C 3.355 1.652 -1.450
C 4.838 1.505 -1.813
C 2.601 1.932 -2.758
Si 2.534 0.134 -0.471
C 3.278 0.207 1.339
C 2.486 1.218 2.189
C 3.074 -1.154 2.021
C 4.766 0.554 1.469
C 3.255 -1.495 -1.324
C 4.735 -1.828 -1.099
C 3.028 -1.406 -2.839
C 2.435 -2.717 -0.873
H 3.503 3.803 -1.273
H 3.838 2.977 0.245
H 2.177 3.116 -0.328
H 5.203 2.438 -2.265
H 5.012 0.711 -2.541
H 5.467 1.295 -0.946
H 3.095 2.749 -3.303
H 1.582 2.263 -2.547
H 2.557 1.076 -3.431
H 1.434 0.946 2.257
H 2.538 2.237 1.812
H 2.890 1.228 3.211
H 2.048 -1.515 1.935
H 3.300 -1.055 3.092
H 3.739 -1.922 1.624
H 4.993 1.574 1.158
H 5.405 -0.116 0.891
H 5.069 0.467 2.522
H 5.406 -1.023 -1.409
H 5.008 -2.721 -1.680
H 4.952 -2.053 -0.055
H 3.668 -0.672 -3.330
H 1.987 -1.157 -3.068
H 3.239 -2.380 -3.301
H 2.537 -2.944 0.187
H 2.769 -3.601 -1.436
H 1.369 -2.573 -1.067
```

Löwdin atomic charge list, values in e, 6 entries: 0.4540, 0.5328, -0.8581, 0.0128, -0.0297, -0.2496



[2]
Density functional theory data (ωB97M-V with the def2-TZVPD basis set) for a structure of composition C29H50BrHgN8OPSSi.

Values from the calculation:
**Spin multiplicity**: 2
**Highest occupied orbital energy (alpha / beta)**: -9.380 / -10.008 eV
**LUMO energy (alpha / beta)**: -2.226 / -3.719 eV
**HOMO-LUMO gap (alpha / beta)**: 7.15 / 6.29 eV
**Total charge**: +1

Structure (XYZ):
```
93
C29H50BrHgN8OPSSi, DFT ωB97M-V with the def2-TZVPD basis set
Hg 2.554 -1.032 -1.628
N 4.598 -5.078 -0.893
C 4.064 -4.038 -1.558
O 3.764 -2.996 -0.900
C 3.864 -4.164 -2.960
C 3.331 -3.094 -3.683
N 2.867 -2.195 -4.255
C 4.229 -5.359 -3.628
N 4.523 -6.366 -4.107
H 4.752 -4.987 0.095
H 4.893 -5.911 -1.372
C -2.596 3.832 2.610
C -1.914 3.080 1.453
C -0.590 3.790 1.122
C -2.794 3.231 0.203
Si -1.658 1.230 1.893
Br -0.169 0.463 0.334
C -0.812 0.943 3.589
C 0.297 1.979 3.834
C -0.136 -0.434 3.682
C -1.830 1.059 4.737
C -3.216 0.147 1.604
C -3.524 -0.060 0.110
C -4.454 0.769 2.274
C -3.013 -1.260 2.188
H -2.801 4.860 2.294
H -1.968 3.887 3.498
H -3.548 3.385 2.896
H -0.803 4.836 0.882
H -0.115 3.335 0.250
H 0.116 3.780 1.950
H -2.852 4.292 -0.061
H -3.813 2.883 0.362
H -2.373 2.700 -0.654
H 1.056 1.952 3.047
H 0.802 1.738 4.774
H -0.084 2.996 3.924
H 0.647 -0.547 2.932
H -0.831 -1.262 3.575
H 0.332 -0.523 4.668
H -2.354 2.016 4.744
H -1.300 0.972 5.691
H -2.576 0.265 4.712
H -3.711 0.867 -0.427
H -4.422 -0.680 0.024
H -2.705 -0.585 -0.389
H -4.754 1.706 1.805
H -4.310 0.954 3.338
H -5.297 0.076 2.178
H -2.125 -1.747 1.779
H -3.879 -1.877 1.928
H -2.936 -1.258 3.274
N 2.876 2.657 0.830
C 3.373 1.549 0.281
S 3.467 1.417 -1.420
N 3.812 0.566 1.072
C 3.738 0.494 2.494
C 4.210 1.524 3.296
C 4.148 1.395 4.677
C 3.644 0.238 5.252
C 3.186 -0.792 4.441
C 3.225 -0.664 3.063
H 2.416 3.309 0.220
H 2.698 2.716 1.821
H 4.156 -0.256 0.595
H 4.662 2.404 2.854
H 4.521 2.196 5.301
H 3.618 0.135 6.328
H 2.787 -1.696 4.882
H 2.852 -1.455 2.422
C -0.257 -2.434 -5.857
N -0.187 -0.914 -6.107
C -1.606 -0.396 -6.340
N -2.457 -0.729 -5.252
C -2.480 -2.181 -5.072
N -1.157 -2.729 -4.800
C -0.629 -2.297 -3.501
P -0.412 -0.456 -3.344
C 0.467 -0.195 -4.961
C -2.100 -0.023 -4.010
H 0.757 -2.754 -5.622
H -0.601 -2.869 -6.796
H 0.365 -0.759 -6.951
H -1.955 -0.869 -7.259
H -1.533 0.682 -6.478
H -2.870 -2.638 -5.983
H -3.146 -2.426 -4.247
H 0.330 -2.784 -3.329
H -1.310 -2.628 -2.714
H 1.486 -0.573 -4.877
H 0.486 0.867 -5.208
H -2.157 1.054 -4.185
H -2.851 -0.255 -3.252
```

Löwdin atomic charge list, values in e, 6 entries: 0.7731, 0.1829, -0.5377, -0.1995, -0.2156, -0.2571



[3]
Density functional theory data (ωB97M-V with the def2-TZVPD basis set) for a cluster of 3 separate species, C29H50N3O4S in total at a distorted geometry.

Values from the calculation:
**Spin multiplicity**: 1
**Highest occupied orbital energy**: -11.665 eV
**LUMO energy**: -4.517 eV
**HOMO-LUMO gap**: 7.15 eV
**Total charge**: +1

Structure (XYZ):
```
87
C29H50N3O4S, DFT ωB97M-V with the def2-TZVPD basis set
C -2.135 5.622 7.031
C -1.264 5.839 5.792
C -1.634 7.086 4.992
C -2.791 6.954 3.955
C -3.392 5.570 3.762
C -4.280 5.534 2.494
C -3.511 5.053 1.243
C -4.033 3.728 0.653
C -3.097 2.532 0.899
C -2.069 2.316 -0.224
C -2.288 1.028 -1.002
C -1.100 0.663 -1.913
C -0.827 -0.839 -1.958
C 0.062 -1.308 -0.779
C 1.147 -2.231 -1.208
C 2.346 -1.673 -1.643
C 3.402 -2.468 -2.031
C 4.686 -1.873 -2.503
O 4.755 -1.462 -3.613
O 5.728 -1.779 -1.672
C 3.258 -3.856 -1.989
C 2.065 -4.379 -1.555
N 1.028 -3.583 -1.183
S -0.452 -4.376 -0.626
C -0.403 -6.005 -1.344
O -1.585 -3.696 -1.144
O -0.296 -4.459 0.785
H -3.170 5.408 6.788
H -1.695 4.810 7.604
H -2.047 6.500 7.667
H -0.255 5.998 6.173
H -1.208 4.934 5.193
H -1.916 7.849 5.716
H -0.750 7.473 4.491
H -3.583 7.636 4.256
H -2.424 7.330 3.000
H -4.026 5.357 4.619
H -2.638 4.799 3.639
H -5.164 4.929 2.677
H -4.612 6.555 2.316
H -3.642 5.818 0.482
H -2.450 5.007 1.480
H -5.031 3.538 1.038
H -4.120 3.858 -0.425
H -3.695 1.644 1.092
H -2.551 2.746 1.817
H -1.069 2.322 0.210
H -2.117 3.161 -0.908
H -3.142 1.205 -1.657
H -2.574 0.202 -0.350
H -1.298 1.036 -2.913
H -0.225 1.198 -1.538
H -1.786 -1.341 -1.883
H -0.413 -1.123 -2.924
H -0.567 -1.743 -0.010
H 0.525 -0.437 -0.326
H 2.437 -0.600 -1.670
H 5.810 -2.551 -1.094
H 4.073 -4.502 -2.269
H 1.989 -5.453 -1.506
H -1.421 -6.365 -1.379
H 0.024 -5.919 -2.340
H 0.273 -6.612 -0.750
C 3.614 1.856 -2.250
C 2.721 1.933 -3.485
C 2.358 3.370 -3.863
C 1.568 4.013 -2.814
N 0.962 4.515 -1.979
H 3.118 2.272 -1.371
H 3.862 0.815 -2.031
H 4.547 2.397 -2.405
H 1.804 1.359 -3.317
H 3.235 1.466 -4.327
H 1.781 3.376 -4.789
H 3.261 3.953 -4.049
C 2.206 -9.766 0.146
C 1.631 -9.831 -1.265
C 2.685 -9.603 -2.355
C 3.275 -8.269 -2.285
N 3.743 -7.222 -2.215
H 2.626 -8.782 0.363
H 1.428 -9.964 0.883
H 2.992 -10.509 0.282
H 0.829 -9.096 -1.370
H 1.181 -10.811 -1.427
H 2.236 -9.732 -3.341
H 3.480 -10.347 -2.272
```

Löwdin atomic charge list, values in e, 6 entries: -0.1053, -0.2795, -0.1988, -0.1955, -0.2182, -0.1939



[4]
Density functional theory data (ωB97M-V with the def2-TZVPD basis set) for a structure of composition C29H51B3F8N5O34Tl at a distorted geometry.

Values from the calculation:
**Spin multiplicity**: 1
**Highest occupied orbital energy**: -10.154 eV
**LUMO energy**: -5.704 eV
**HOMO-LUMO gap**: 4.45 eV
**Total charge**: 0

Structure (XYZ):
```
131
C29H51B3F8N5O34Tl, DFT ωB97M-V with the def2-TZVPD basis set
Tl -14.296 -21.955 16.199
B -11.444 -22.370 16.815
H -11.966 -21.605 17.368
H -12.029 -23.275 16.871
H -11.387 -22.062 15.783
H -10.433 -22.502 17.167
B -13.355 -21.335 13.316
H -14.020 -20.571 13.689
H -13.137 -21.174 12.271
H -12.486 -21.214 13.943
H -13.772 -22.321 13.447
B -16.748 -22.423 17.937
H -16.131 -23.169 18.412
H -16.961 -22.567 16.889
H -17.737 -22.450 18.369
H -16.272 -21.475 18.134
C -9.458 -20.777 19.328
C -9.518 -19.385 18.680
O -8.824 -18.608 19.657
C -8.747 -19.290 20.856
O -8.357 -18.845 21.974
O -9.427 -20.439 20.718
F -10.770 -18.973 18.551
H -8.529 -21.321 19.155
H -10.396 -21.217 18.990
H -9.057 -19.441 17.694
C -19.376 -19.448 13.148
C -18.930 -20.573 12.195
O -18.002 -21.318 12.942
C -17.634 -20.547 13.998
O -16.715 -20.851 14.768
O -18.292 -19.362 14.002
F -18.198 -20.085 11.236
H -20.199 -19.843 13.743
H -19.733 -18.555 12.636
H -19.702 -21.185 11.730
C -12.004 -16.195 15.096
C -10.733 -16.970 14.922
O -11.111 -18.257 15.381
C -12.408 -18.326 15.736
O -13.025 -19.351 16.124
O -12.942 -17.058 15.659
F -9.581 -16.520 15.528
H -12.334 -15.870 14.109
H -12.006 -15.266 15.665
H -10.457 -16.903 13.870
C -17.372 -27.857 16.715
C -15.960 -28.369 16.457
O -15.157 -27.259 16.798
C -15.863 -26.174 16.820
O -15.341 -25.070 16.888
O -17.168 -26.504 16.911
F -15.759 -28.759 15.168
H -17.716 -28.288 17.655
H -17.995 -28.116 15.858
H -15.697 -29.234 17.066
C -20.015 -20.675 18.259
C -19.150 -19.748 17.379
O -18.967 -18.639 18.161
C -20.118 -18.554 19.006
O -20.571 -17.601 19.647
O -20.821 -19.752 18.918
F -19.702 -19.521 16.213
H -19.283 -21.136 18.922
H -20.585 -21.468 17.776
H -18.216 -20.256 17.138
C -19.570 -23.709 16.008
C -20.825 -24.377 16.353
O -21.522 -23.888 15.219
C -21.160 -22.602 14.908
O -21.765 -21.849 14.204
O -19.894 -22.490 15.390
F -21.350 -23.979 17.502
H -18.982 -24.306 15.310
H -18.933 -23.488 16.864
H -20.696 -25.460 16.343
C -9.795 -20.253 12.386
C -9.186 -20.974 13.578
O -8.304 -19.903 14.062
C -8.089 -19.091 13.110
O -7.334 -18.128 13.170
O -8.690 -19.499 11.990
F -8.486 -22.018 13.134
H -10.725 -19.741 12.632
H -10.055 -21.001 11.637
H -9.969 -21.248 14.285
C -14.183 -18.883 21.912
C -12.989 -18.205 21.253
O -12.820 -18.940 20.026
C -13.914 -19.584 19.710
O -14.057 -20.256 18.713
O -14.803 -19.524 20.779
F -11.886 -18.356 22.029
H -14.930 -18.279 22.428
H -13.957 -19.659 22.643
H -13.191 -17.157 21.029
C -15.499 -24.444 12.076
N -16.331 -24.379 13.311
O -17.486 -24.762 13.307
O -15.824 -23.966 14.360
H -15.461 -23.519 11.500
H -15.890 -25.185 11.379
H -14.480 -24.778 12.267
C -12.019 -26.013 16.752
N -12.325 -25.734 15.279
O -12.051 -26.663 14.505
O -12.792 -24.640 15.081
H -11.172 -25.376 17.006
H -11.830 -27.082 16.850
H -12.918 -25.692 17.278
C -14.479 -18.656 11.541
N -15.132 -17.474 12.074
O -14.915 -17.238 13.251
O -15.860 -16.780 11.325
H -15.007 -19.530 11.922
H -13.527 -18.541 12.059
H -14.525 -18.491 10.464
C -16.708 -16.996 15.841
N -16.034 -17.975 16.708
O -15.891 -17.573 17.903
O -15.641 -19.069 16.290
H -17.233 -17.525 15.046
H -16.040 -16.332 15.293
H -17.431 -16.361 16.354
C -11.655 -23.410 20.384
N -13.002 -22.864 20.192
O -13.583 -22.495 21.216
O -13.536 -23.128 19.126
H -11.306 -23.884 19.466
H -11.745 -24.200 21.129
H -10.988 -22.611 20.709
```

Löwdin atomic charge list, values in e, 6 entries: 1.4238, -0.3925, -0.0527, -0.0761, -0.0538, 0.0260



Look up the spin multiplicity of the second one. 2